1.
This record from OMol25 describes a cluster of 3 separate species, C20H34BI2NO7S3 in total. The level of theory is ωB97M-V/def2-TZVPD.

Strongest force on any atom   0.93 eV Å⁻¹
Frontier orbital gap   8.93 eV
E_LUMO   -0.30 eV
SMILES   C[C@H](CB(N=C=S)[C@@H](I)[C@H](C)I)OCc1ccccc1.CCOS(C)(=O)=O.CCOS(C)(=O)=O

Atoms and positions in Å:
C: 0.8855 -0.7487 2.7038
C: 0.9584 -2.0754 3.4693
C: 2.4071 -2.6199 3.5403
B: 2.5674 -4.0201 2.8377
N: 2.1846 -5.1845 3.6427
C: 1.6278 -6.1603 3.2012
S: 0.9854 -7.4628 2.6355
C: 3.1763 -4.2772 1.3925
I: 1.6239 -4.3804 -0.0675
C: 4.3418 -3.3577 1.0097
C: 4.0053 -1.9698 0.4884
I: 5.6342 -4.3661 -0.3895
O: 0.0973 -3.0373 2.8814
C: -1.1873 -3.1193 3.4660
C: -2.2960 -3.0349 2.4431
C: -3.5894 -2.7597 2.8929
C: -4.6323 -2.6365 1.9866
C: -4.4022 -2.7838 0.6229
C: -3.1213 -3.0885 0.1820
C: -2.0673 -3.2161 1.0858
H: 1.0425 0.0911 3.3824
H: -0.0950 -0.6234 2.2432
H: 1.6471 -0.6859 1.9263
H: 0.6644 -1.8459 4.4960
H: 3.1180 -1.8640 3.2124
H: 2.6231 -2.8001 4.5970
H: 3.5692 -5.2936 1.4136
H: 4.9501 -3.2423 1.9074
H: 3.1914 -1.9784 -0.2341
H: 3.7637 -1.2794 1.2957
H: 4.8721 -1.5546 -0.0228
H: -1.2742 -4.0547 4.0305
H: -1.3498 -2.3115 4.1855
H: -3.7771 -2.6356 3.9528
H: -5.6264 -2.4080 2.3484
H: -5.2023 -2.6638 -0.0944
H: -2.9239 -3.2312 -0.8732
H: -1.0731 -3.4473 0.7330
O: 0.0291 0.9953 -2.7056
S: -1.1948 0.3820 -2.2691
O: -1.7180 -0.7449 -2.9768
O: -2.3070 1.5037 -2.1567
C: -2.5303 2.3653 -3.3038
C: -3.3481 1.6891 -4.3821
C: -1.0920 -0.0022 -0.5596
H: -1.5727 2.7175 -3.6878
H: -3.0546 3.2281 -2.9002
H: -2.7961 0.8748 -4.8494
H: -3.6071 2.4166 -5.1513
H: -4.2635 1.2718 -3.9629
H: -0.7344 0.8734 -0.0235
H: -0.3905 -0.8274 -0.4484
H: -2.0766 -0.3013 -0.2077
O: -0.4934 5.5043 -3.8452
S: 0.3462 5.3611 -2.6909
O: -0.2317 5.4747 -1.3855
O: 1.5587 6.3817 -2.8175
C: 1.2387 7.7654 -3.0899
C: 0.7608 8.5055 -1.8586
C: 1.2630 3.8735 -2.7976
H: 0.5075 7.8133 -3.8977
H: 2.1670 8.1952 -3.4607
H: -0.2088 8.1381 -1.5262
H: 0.6689 9.5685 -2.0829
H: 1.4645 8.3749 -1.0366
H: 1.7293 3.8132 -3.7772
H: 0.5577 3.0563 -2.6656
H: 2.0092 3.8599 -2.0076

Atoms 1-6, force components in eV/Å:
C 0.0 0.0 0.0
C 0.5 0.8 -0.1
C 0.0 -0.2 0.4
B -0.4 0.4 0.2
N -0.3 0.2 -0.8
C 0.4 -0.3 0.2


2.
This record from OMol25 describes a structure of composition C38H44MnN6O3Te at a distorted geometry. The level of theory is ωB97M-V/def2-TZVPD.

Strongest force on any atom   2.66 eV Å⁻¹
Frontier orbital gap (spin up / spin down)   4.24 / 4.32 eV
E_LUMO (spin up / spin down)   -7.84 / -7.76 eV
Charge   +2
2S+1   2

Atoms and positions in Å:
Mn: -0.1055 -2.3854 0.9737
O: -0.2025 -0.7986 7.4874
C: -1.1367 -1.3951 6.9338
O: -2.3348 -1.5377 7.1953
C: -0.7309 -2.0081 5.5583
C: 0.5241 -1.7446 5.0211
C: 0.7247 -1.9906 3.6757
N: -0.2566 -2.5038 2.9251
C: -1.4337 -2.8676 3.4537
C: -1.7023 -2.6403 4.7884
C: -2.3997 -3.3382 2.4356
C: -3.6013 -3.9499 2.7503
C: -4.4344 -4.3590 1.7208
C: -4.0470 -4.1393 0.4082
C: -2.8316 -3.5246 0.1696
N: -2.0235 -3.1193 1.1527
C: 1.9119 -1.6272 2.8805
C: 3.1035 -1.1890 3.4305
C: 4.1767 -0.9389 2.5886
C: 4.0301 -1.1365 1.2252
C: 2.8046 -1.5590 0.7442
N: 1.7591 -1.7796 1.5441
H: 1.2492 -1.2673 5.6687
H: -2.6596 -2.8273 5.2596
H: -3.8669 -4.1256 3.7831
H: -5.3699 -4.8542 1.9429
H: -4.6652 -4.4523 -0.4206
H: -2.4811 -3.3480 -0.8394
H: 3.1996 -1.0742 4.5007
H: 5.1226 -0.6118 2.9989
H: 4.8530 -0.9814 0.5427
H: 2.6348 -1.7343 -0.3087
C: 0.3645 -3.6844 -2.5706
C: 0.2063 -3.0820 -1.2114
O: 0.3124 -3.8475 -0.1947
N: -0.0888 -1.8133 -0.8687
Te: 0.5048 -0.3181 -2.7084
C: 1.9674 1.0403 -3.4667
C: 3.3287 0.8451 -3.2386
C: 3.8929 -0.2742 -2.4070
C: 4.2316 1.7396 -3.8076
C: 3.8133 2.7984 -4.5966
C: 4.7977 3.7398 -5.2259
C: 2.4470 2.9479 -4.8248
C: 1.5044 2.0864 -4.2842
C: 0.0522 2.3036 -4.6205
C: -0.5835 1.1473 -1.6419
C: 0.0669 2.1276 -0.8795
C: 1.5215 2.0787 -0.4931
C: -0.6838 3.2059 -0.4063
C: -2.0501 3.3112 -0.6306
C: -2.8146 4.5277 -0.1851
C: -2.6876 2.2683 -1.3074
C: -1.9741 1.1930 -1.8336
C: -2.7080 0.1450 -2.6249
H: 0.1302 -4.7449 -2.5089
H: 1.4013 -3.5958 -2.9024
H: -0.2732 -3.1986 -3.3068
H: 3.1361 -1.0062 -2.1241
H: 4.3469 0.1148 -1.4922
H: 4.6709 -0.8040 -2.9566
H: 5.2917 1.5928 -3.6340
H: 5.7853 3.6414 -4.7797
H: 4.4725 4.7746 -5.1218
H: 4.8898 3.5330 -6.2935
H: 2.1048 3.7571 -5.4599
H: -0.0448 3.0850 -5.3714
H: -0.5288 2.6117 -3.7500
H: -0.4072 1.4010 -5.0318
H: 1.9994 1.1393 -0.7586
H: 1.6183 2.2102 0.5878
H: 2.0822 2.8841 -0.9704
H: -0.1737 3.9905 0.1444
H: -2.4250 4.9362 0.7493
H: -3.8818 4.3261 -0.0754
H: -2.7245 5.3185 -0.9318
H: -3.7527 2.3371 -1.5097
H: -3.7758 0.3549 -2.6551
H: -2.5582 -0.8504 -2.2010
H: -2.3483 0.1103 -3.6554
N: -3.0497 1.8974 2.0819
C: -1.6607 1.7102 2.6425
C: -1.2073 0.2630 2.5881
N: -1.0297 -0.3501 1.2677
H: -3.4121 2.8258 2.3105
H: -3.7058 1.2093 2.4586
H: -3.0262 1.8321 1.0505
H: -1.6829 2.0511 3.6763
H: -1.0182 2.3650 2.0553
H: -1.8823 -0.3570 3.1821
H: -0.2512 0.2444 3.1102
H: -0.4397 0.2083 0.6557
H: -1.9016 -0.4960 0.7669

Atoms 1-6, force components in eV/Å:
Mn 0.5 2.6 0.2
O -0.1 -0.1 -0.1
C 0.4 0.2 0.2
O -0.2 0.0 -0.1
C -0.1 0.0 0.1
C 0.0 0.1 -0.1


3.
This record from OMol25 describes a cluster of 5 separate species, C14H41N3O5 in total at a distorted geometry. The level of theory is ωB97M-V/def2-TZVPD.

Energy relative to the best compared isomer or geometry (same formula, charge and spin)   91.8 kJ/mol
Strongest force on any atom   3.60 eV Å⁻¹
Frontier orbital gap   9.51 eV
E_LUMO   0.65 eV
SMILES   COC[C@H](C)N.COC[C@H](C)N.COC[C@H](C)N.CCO.O

Atoms and positions in Å:
C: -3.5655 -1.2767 -0.3263
C: -4.1364 -1.9604 0.8972
C: -3.0635 -2.2479 1.9434
O: -1.8417 -2.8294 1.4704
C: -1.6839 -4.1608 1.8831
N: -5.1345 -1.1880 1.5643
H: -2.5596 -1.7106 -0.5162
H: -3.4416 -0.2271 -0.1114
H: -4.1431 -1.4416 -1.2306
H: -4.6593 -2.9377 0.6335
H: -3.5169 -2.8756 2.7645
H: -2.8531 -1.2620 2.2758
H: -2.5618 -4.7609 1.6531
H: -1.5557 -4.1523 2.9551
H: -0.8482 -4.5966 1.3638
H: -6.0074 -1.5578 1.6464
H: -5.1334 -0.2666 1.1383
C: 0.9365 4.1324 -3.9999
C: 0.4172 3.2115 -2.8358
C: -0.2918 1.9549 -3.3863
O: -1.3023 2.3461 -4.2468
C: -1.9762 1.3023 -4.9094
N: 1.5899 2.9955 -1.9735
H: 1.1788 5.0942 -3.5219
H: 0.1614 4.2978 -4.7392
H: 1.8908 3.7276 -4.5264
H: -0.3828 3.7569 -2.2748
H: -0.7689 1.3969 -2.5376
H: 0.4781 1.2629 -3.8050
H: -2.6588 0.7226 -4.3116
H: -1.2553 0.6587 -5.3687
H: -2.4662 1.7394 -5.7295
H: 1.2788 2.7602 -1.0445
H: 2.1460 2.2561 -2.3241
C: 0.7521 -0.5539 4.6519
C: 0.8178 -0.0395 3.2030
C: 2.0325 0.7907 2.8018
O: 2.1426 1.8862 3.7052
C: 3.1885 2.7146 3.3794
N: 0.7305 -1.0683 2.1756
H: -0.1336 -1.1522 4.8667
H: 0.6705 0.2750 5.3272
H: 1.6367 -1.1851 4.9026
H: -0.0794 0.5605 3.0717
H: 1.8641 1.1750 1.7543
H: 3.0244 0.1977 2.8155
H: 4.1792 2.2215 3.4198
H: 3.1974 3.6037 4.0457
H: 3.0807 3.0580 2.3642
H: 1.3988 -1.7968 2.3619
H: -0.1813 -1.5452 2.3176
O: 0.2114 0.0360 -0.2940
H: 0.7792 -0.2722 -1.0141
H: 0.4435 -0.4883 0.4757
C: 3.2013 -2.3635 -1.3808
C: 3.1609 -0.8371 -1.5115
O: 2.2985 -0.4480 -2.6174
H: 2.1629 -2.7316 -1.3772
H: 3.5436 -2.6428 -0.3535
H: 3.8896 -2.8594 -2.0833
H: 4.1670 -0.3915 -1.5812
H: 2.7641 -0.3708 -0.6052
H: 2.7868 0.0633 -3.2912

Atoms 1-6, force components in eV/Å:
C 1.1 -1.1 0.0
C -0.8 -2.8 -0.6
C -0.1 -1.0 0.1
O -0.6 0.4 -0.2
C -0.5 0.1 0.0
N 2.4 2.6 0.0


4.
This record from OMol25 describes an isolated molecule of C4H2O2. The level of theory is ωB97M-V/def2-TZVPD.

Energy relative to the best compared isomer or geometry (same formula, charge and spin)   229.1 kJ/mol
Strongest force on any atom   0.67 eV Å⁻¹
Frontier orbital gap   9.18 eV
E_LUMO   -1.49 eV

Atoms and positions in Å:
O: 1.0118 -0.9613 -1.5478
C: 1.0666 0.0529 -0.8980
C: 0.2242 1.3719 1.0406
C: 0.0757 0.4016 0.1621
C: -1.1221 -0.3771 0.6131
O: -1.9619 0.1685 1.2930
H: 1.8702 0.7980 -1.0389
H: -1.1645 -1.4544 0.3759

Atoms 1-6, force components in eV/Å:
O -0.1 0.4 0.4
C 0.0 -0.3 -0.2
C 0.4 -0.2 -0.5
C 0.1 0.5 0.4
C -0.5 0.1 0.5
O 0.0 -0.5 -0.4